Molecular formula: C66H55BrCsO4P4S
Method: DFT, ωB97M-V/def2-TZVPD

Last column: Mulliken spin population.
Atoms and positions in Å:
Cs  -0.823  -1.403  -0.520  -0.006
O  -4.508  -0.400  -0.443  0.000
C  -3.729  -0.732  0.465  0.000
O  -2.602  -0.208  0.734  0.009
C  -4.093  -1.892  1.383  0.000
C  -5.358  -2.465  1.282  0.000
C  -5.726  -3.500  2.134  0.000
C  -4.815  -3.968  3.085  0.000
C  -3.549  -3.401  3.180  0.000
C  -3.167  -2.355  2.330  -0.001
P  -1.545  -1.421  2.500  -0.003
C  -2.238  -0.165  3.734  0.000
C  -2.540  -0.476  5.070  0.000
C  -3.080  0.476  5.936  0.000
C  -3.350  1.767  5.482  0.000
C  -3.077  2.090  4.160  0.000
C  -2.524  1.137  3.297  -0.001
C  -0.553  -2.545  3.623  0.000
C  0.283  -2.029  4.625  0.000
C  1.269  -2.810  5.231  0.000
C  1.451  -4.134  4.842  0.000
C  0.650  -4.660  3.832  0.000
C  -0.329  -3.872  3.227  0.000
H  -6.027  -2.073  0.521  0.000
H  -6.716  -3.946  2.062  0.000
H  -5.093  -4.776  3.758  0.000
H  -2.855  -3.777  3.922  0.000
H  -2.349  -1.477  5.441  0.000
H  -3.298  0.204  6.967  0.000
H  -3.769  2.511  6.156  0.000
H  -3.274  3.094  3.788  0.000
H  -2.339  1.396  2.259  0.000
H  0.171  -0.991  4.933  0.000
H  1.909  -2.376  5.995  0.000
H  2.224  -4.741  5.302  0.000
H  0.802  -5.680  3.495  0.000
H  -0.905  -4.289  2.404  0.000
C  0.674  1.745  1.683  -0.053
C  2.072  1.563  2.290  -0.005
P  2.721  -0.130  1.975  -0.004
C  4.166  -0.074  3.145  0.001
C  5.505  -0.115  2.755  -0.001
C  6.532  -0.106  3.706  0.000
C  6.236  -0.055  5.062  0.000
C  4.904  -0.026  5.468  0.000
C  3.886  -0.047  4.517  0.000
C  3.547  0.058  0.362  -0.014
C  3.903  1.279  -0.216  0.016
C  4.594  1.315  -1.425  -0.008
C  4.950  0.132  -2.061  0.009
C  4.600  -1.090  -1.495  -0.003
C  3.883  -1.130  -0.302  0.011
P  -0.196  3.330  2.065  0.003
C  -0.032  3.554  3.894  -0.001
C  0.027  4.839  4.435  0.000
C  0.011  5.048  5.815  0.000
C  -0.085  3.968  6.686  0.000
C  -0.176  2.686  6.167  0.000
C  -0.155  2.484  4.785  0.001
C  1.106  4.443  1.369  -0.002
C  0.945  4.812  0.030  0.011
C  1.925  5.546  -0.645  0.001
C  3.070  5.945  0.025  0.000
C  3.240  5.602  1.363  0.001
C  2.268  4.850  2.025  -0.001
H  0.031  0.904  1.975  -0.008
H  0.721  1.713  0.590  0.072
H  2.054  1.667  3.364  0.001
H  2.764  2.311  1.923  0.000
H  5.751  -0.151  1.696  0.000
H  7.568  -0.135  3.376  0.000
H  7.034  -0.042  5.797  0.000
H  4.656  0.004  6.526  0.000
H  2.845  -0.052  4.848  0.000
H  3.630  2.221  0.257  -0.005
H  4.828  2.272  -1.885  -0.002
H  5.453  0.163  -3.024  0.000
H  4.834  -2.017  -2.011  0.000
H  3.539  -2.085  0.101  0.004
H  0.093  5.694  3.768  0.000
H  0.069  6.058  6.207  0.000
H  -0.097  4.127  7.760  0.000
H  -0.278  1.831  6.832  0.000
H  -0.263  1.470  4.399  -0.001
H  0.051  4.492  -0.499  -0.006
H  1.791  5.789  -1.695  -0.001
H  3.835  6.514  -0.494  0.000
H  4.141  5.899  1.889  0.000
H  2.426  4.566  3.061  0.000
C  -2.137  3.010  -2.258  0.008
P  -1.178  1.450  -2.003  0.032
C  -2.228  0.270  -2.971  -0.011
C  -3.607  0.431  -3.103  -0.001
C  -4.366  -0.483  -3.834  0.000
C  -3.756  -1.580  -4.432  0.001
C  -2.381  -1.760  -4.293  0.001
C  -1.624  -0.847  -3.568  0.012
C  0.153  1.657  -3.246  0.013
C  -0.166  2.140  -4.620  0.007
C  0.690  2.874  -5.346  0.022
C  1.933  3.408  -4.771  0.031
C  2.261  3.171  -3.494  0.018
C  1.523  2.212  -2.639  -0.037
H  -3.004  3.046  -1.586  0.000
H  -2.467  3.131  -3.292  0.000
H  -1.472  3.841  -2.009  -0.003
H  -4.108  1.255  -2.608  0.000
H  -5.442  -0.346  -3.912  0.000
H  -4.346  -2.295  -4.996  0.000
H  -1.889  -2.612  -4.744  0.000
H  -0.544  -0.993  -3.494  -0.016
H  -1.119  1.849  -5.047  -0.001
H  0.434  3.139  -6.368  -0.006
H  2.561  4.057  -5.380  -0.003
H  3.131  3.663  -3.065  -0.002
H  1.534  2.419  -1.565  0.036
Br  5.188  -6.875  -3.958  0.000
C  3.857  -5.869  -3.021  0.000
C  3.677  -4.528  -3.326  0.002
C  2.708  -3.800  -2.636  -0.011
C  1.918  -4.413  -1.660  0.003
C  2.111  -5.763  -1.381  0.000
C  3.089  -6.501  -2.054  -0.001
C  0.851  -3.596  -0.946  0.004
O  -0.329  -3.753  -1.368  -0.001
O  1.237  -2.797  -0.047  0.003
H  4.279  -4.054  -4.091  0.001
H  2.557  -2.736  -2.870  0.009
H  1.491  -6.248  -0.626  0.000
H  3.246  -7.549  -1.835  0.000
S  2.155  -0.347  -4.028  0.363
C  1.351  0.795  -3.071  0.513

Computed properties:
Calculated total energy (eV): -196106.6209
ΔE to the lowest compared entry with this formula, charge and spin (kJ/mol): 0.0
Gap between HOMO and LUMO (alpha / beta) (eV): 4.30 / 5.51
Charge: -2
Spin multiplicity: 2